Below is the molecule C2H3N3S2 in a non-equilibrium geometry, with properties calculated with the ωB97M-V functional and the def2-TZVPD basis.

Geometry as XYZ:
```
10
Properties=species:S:1:pos:R:3:forces:R:3
C 0.008 -1.491 -0.169 -0.25 -3.49 -2.17
C -1.184 0.130 0.531 4.14 -2.25 -3.98
H 1.361 2.502 0.956 -1.54 -0.72 -2.16
H 1.366 -0.729 -1.368 -0.24 1.34 0.18
H 0.360 -2.548 -0.504 -0.80 1.84 0.87
N 0.067 0.646 -0.176 -0.97 0.05 0.17
N 0.835 -0.495 -0.523 -0.47 -0.03 1.46
N -1.203 -1.238 0.227 1.46 0.48 1.21
S 0.542 2.238 -0.310 1.53 0.06 1.99
S -2.151 0.985 1.335 -2.86 2.74 2.43
```
Positions in Å, forces in eV/Å.

Orbital gap = 8.94 eV
E_tot = -28260.557 eV
LUMO = 0.240 eV
HOMO = -0.3198 Eh

---

Below is the molecule C4H7NO2, with properties calculated with the ωB97M-V functional and the def2-TZVPD basis.

Geometry as XYZ:
```
14
Properties=species:S:1:pos:R:3:forces:R:3
N 0.756 -0.545 2.119 -0.02 -0.25 -0.10
C 0.284 -1.210 0.959 -0.28 -0.05 -0.06
O 1.068 -1.208 -0.220 -0.18 -0.51 -0.32
C -0.201 -0.545 -0.240 -0.33 0.06 -0.15
C -0.017 0.879 -0.593 0.18 -0.03 0.17
C -0.465 1.345 -1.904 0.11 0.06 -0.26
O -1.181 1.673 -0.718 -0.19 0.21 0.11
H 1.089 -1.271 2.747 0.05 0.41 0.22
H -0.032 -0.073 2.551 0.21 0.04 0.15
H -1.083 -1.020 -0.697 0.60 -0.01 -0.31
H -0.174 -2.187 1.089 0.03 -0.16 0.29
H 0.863 1.327 -0.139 -0.17 0.19 0.03
H -0.976 0.665 -2.588 0.12 0.09 0.19
H 0.072 2.169 -2.368 -0.14 -0.05 0.04
```
Positions in Å, forces in eV/Å.

Orbital gap = 11.04 eV
E_tot = -9843.931 eV
LUMO = 0.934 eV
HOMO = -0.3712 Eh

---

Below is a cluster of 2 separate species, C3H9ISi in total in a non-equilibrium geometry, with properties calculated with the ωB97M-V functional and the def2-TZVPD basis.

Geometry as XYZ:
```
14
Properties=species:S:1:pos:R:3:forces:R:3
C -0.658 1.293 0.636 0.10 0.05 0.05
C -1.197 0.013 0.117 2.15 -2.39 -1.00
C 0.374 -1.524 -0.524 -1.63 2.89 0.95
Si 1.818 -0.451 -0.971 -0.92 -0.03 -0.47
I 1.099 0.923 -2.913 0.08 -0.13 0.15
H -0.153 1.864 -0.139 0.10 0.07 -0.02
H -1.504 1.892 0.983 -0.02 0.10 0.07
H 0.014 1.146 1.478 0.05 0.04 0.06
H -1.670 -0.632 0.843 -0.13 -0.04 0.02
H -1.713 0.065 -0.829 -0.12 -0.01 -0.08
H -0.184 -1.993 -1.314 -0.05 -0.17 -0.28
H 0.429 -2.112 0.375 0.09 -0.23 0.27
H 3.022 -1.123 -1.450 0.25 -0.22 -0.02
H 2.180 0.517 0.061 0.05 0.07 0.29
```
Positions in Å, forces in eV/Å.

Orbital gap = 9.64 eV
E_tot = -19233.870 eV
LUMO = 0.534 eV
HOMO = -0.3348 Eh

---

Below is the molecule C7H8Cl3F3 in a non-equilibrium geometry, with properties calculated with the ωB97M-V functional and the def2-TZVPD basis.

Geometry as XYZ:
```
21
Properties=species:S:1:pos:R:3:forces:R:3
C 2.721 -0.321 -0.994 0.69 3.16 1.63
C 1.601 0.428 -0.150 3.61 -1.09 -2.00
C 3.852 -1.030 -0.192 -0.88 1.40 0.07
C -0.049 -0.407 1.318 -0.13 -0.12 1.66
C -0.780 0.786 -0.620 -0.95 -1.04 -0.78
C 0.294 -0.159 -0.069 -0.21 -0.95 -2.13
C 1.974 1.595 0.612 3.66 1.44 1.76
F 1.147 2.603 0.533 -1.40 0.76 0.12
F 2.217 1.354 1.960 -1.03 -0.39 -0.41
F 3.200 2.143 0.276 -0.79 -0.55 -0.53
Cl 3.478 0.860 -2.214 -0.33 -0.81 0.48
Cl 3.285 -2.431 0.549 -0.27 -1.05 0.22
Cl 5.008 -0.180 0.803 -0.56 -0.22 -0.95
H 2.159 -0.956 -1.601 -0.33 -1.59 -0.80
H 0.741 -0.877 1.911 -0.35 0.11 0.05
H -0.972 -0.935 1.339 -0.70 -0.65 0.43
H -0.262 0.613 1.589 -0.05 0.14 1.62
H -0.814 1.707 0.024 -0.58 -1.05 -0.82
H -1.754 0.147 -0.724 1.47 1.65 0.45
H -0.447 1.040 -1.623 -0.41 0.42 -0.21
H 0.367 -1.096 -0.661 -0.46 0.42 0.15
```
Positions in Å, forces in eV/Å.

Orbital gap (spin up / spin down) = 7.74 / 8.30 eV
E_tot = -53104.956 eV
LUMO (spin up / spin down) = -1.160 / -0.967 eV
HOMO (spin up / spin down) = -0.3269 / -0.3406 Eh